A molecular structure, C3H3Br9 in a non-equilibrium geometry, computed with ωB97M-V with the def2-TZVPD basis set.

Gap between HOMO and LUMO: 10.01 eV
Lowest unoccupied orbital energy: -0.28 eV
Energy: -633540.814 eV
Multiplicity: 1
Energy relative to the best compared isomer or geometry (same formula, charge and spin): 20.8 kJ/mol

Each line ends with the Mulliken charge.
Atoms and positions in Å:
Br1 -2.899 -1.248 0.761  -0.033
Br2 -0.528 -2.578 -0.866  -0.034
H1 3.358 -0.602 1.263  0.248
Br3 -1.209 2.431 -2.336  -0.029
H2 -2.963 1.970 -0.587  0.214
Br4 0.138 -0.495 1.455  0.054
Br5 3.824 -2.046 3.263  -0.012
Br6 -3.153 4.436 -0.828  -0.011
Br7 3.249 -2.844 0.220  0.034
C1 -1.097 -0.939 0.069  -0.041
C2 -2.924 2.612 -1.456  -0.198
Br8 5.797 -1.064 0.986  -0.022
H3 -1.189 -0.229 -0.741  0.068
C3 3.959 -1.490 1.393  -0.258
Br9 -4.363 2.085 -2.594  0.021